No. 1
68
Properties=species:S:1:pos:R:3:forces:R:3 method="wB97M-V/def2-TZVPD" energy_ev=-48781.5090 e_above_lowest_kj_mol=0.0 total_charge=0 homo_energy_ev=-8.504
C -8.66885 -1.53750 2.22033 0.2 0.0 -0.2
C -7.65373 -1.46623 1.08765 -0.1 0.2 -0.2
C -7.95964 -0.29986 0.14593 -0.1 -0.3 0.4
O -7.05539 -0.22444 -0.93991 0.2 0.0 -0.2
C -5.81775 0.28702 -0.76128 0.3 0.1 -0.2
C -4.98584 0.24895 -1.88782 -0.3 -0.1 0.1
C -3.70994 0.75720 -1.84579 0.1 0.1 0.2
C -3.21294 1.32882 -0.67014 -0.5 -0.1 0.3
C -1.86234 1.89594 -0.53335 0.1 0.0 -0.3
O -1.47579 2.35733 0.52432 -0.1 0.1 -0.1
C -0.97794 1.88158 -1.76768 0.4 0.2 0.2
C 0.38286 2.54023 -1.54117 -0.2 -0.1 0.1
C 1.50157 1.53224 -1.50014 -0.3 -0.1 -0.2
O 1.35576 0.33407 -1.42933 0.0 0.0 -0.1
O 2.68897 2.12960 -1.56191 0.2 0.4 0.0
C 3.86276 1.32475 -1.54280 0.3 -0.4 -0.2
C 4.79735 1.71944 -0.38912 -0.2 -0.1 -0.6
O 5.89569 2.18415 -0.61492 0.2 0.1 -0.2
N 4.34826 1.45743 0.85690 -0.5 -0.3 0.7
C 5.07498 1.96403 2.00592 0.3 0.2 0.1
C 3.08378 0.86305 1.12302 0.2 0.1 -0.3
C 2.96258 -0.50421 1.17281 0.3 0.6 0.2
N 4.05340 -1.31640 1.07655 -0.2 0.0 0.0
N 1.74504 -1.08606 1.39080 0.1 -0.2 -0.1
C 1.61897 -2.52889 1.52493 -0.2 -0.3 0.2
C 2.02791 -3.29908 0.29438 -0.1 -0.1 -0.1
C 1.70169 -2.83369 -0.97444 0.0 0.0 0.1
C 2.07444 -3.55467 -2.09510 0.0 0.0 0.0
C 2.76331 -4.74898 -1.96210 0.0 -0.1 0.0
C 3.08230 -5.22220 -0.70065 0.0 -0.1 -0.1
C 2.72051 -4.49878 0.42256 -0.1 0.1 0.1
C 0.57585 -0.32930 1.49248 0.2 0.1 0.1
O -0.50963 -0.85277 1.59012 -0.4 -0.1 0.0
N 0.75840 1.01723 1.51660 -0.3 0.5 0.2
C 1.94733 1.71901 1.33449 0.2 -0.5 0.2
O 1.95839 2.93302 1.34288 0.0 0.2 0.0
C -4.04655 1.35909 0.44943 0.3 0.0 -0.2
C -5.32678 0.85058 0.41602 -0.3 -0.1 0.0
H -9.67399 -1.66875 1.82623 -0.1 0.0 0.0
H -8.44384 -2.37476 2.87548 -0.1 0.0 0.1
H -8.64967 -0.62453 2.81167 0.0 0.1 0.1
H -7.67283 -2.39188 0.50946 0.1 0.0 0.0
H -6.64766 -1.35309 1.49610 0.0 0.0 0.0
H -7.98659 0.64821 0.69661 0.0 0.0 -0.1
H -8.93642 -0.45069 -0.32283 0.1 0.1 0.1
H -5.37905 -0.19258 -2.79014 0.0 0.0 -0.1
H -3.10070 0.70156 -2.73378 0.1 0.0 -0.1
H -0.82644 0.83326 -2.04094 -0.1 0.0 -0.1
H -1.51358 2.37256 -2.58064 0.0 -0.1 0.0
H 0.61900 3.28000 -2.30544 0.0 0.0 0.0
H 0.38935 3.06282 -0.57724 0.1 0.0 -0.1
H 4.40397 1.51419 -2.47461 -0.1 0.0 0.2
H 3.57722 0.26732 -1.48494 0.1 0.2 0.0
H 4.48315 2.73446 2.50188 0.0 0.0 0.0
H 6.01005 2.39219 1.65107 0.0 0.0 0.1
H 5.27563 1.15178 2.70627 0.0 0.0 0.0
H 3.91592 -2.25852 0.74356 0.1 0.0 0.0
H 4.90219 -0.86200 0.77791 0.0 0.0 0.0
H 0.55644 -2.70566 1.72780 0.3 0.0 0.0
H 2.20224 -2.85708 2.39229 -0.1 0.0 -0.1
H 1.16830 -1.90263 -1.08155 0.0 0.1 0.0
H 1.82139 -3.18232 -3.07623 0.0 0.0 -0.1
H 3.04944 -5.31101 -2.83837 0.0 0.0 -0.1
H 3.61630 -6.15407 -0.58924 0.0 -0.1 0.0
H 2.97213 -4.86972 1.40659 0.0 0.0 0.1
H -0.09356 1.58532 1.52318 0.2 -0.2 0.0
H -3.66133 1.79463 1.35901 0.0 0.0 0.1
H -5.93082 0.89902 1.30793 -0.1 0.0 0.1

=====

No. 2
66
Properties=species:S:1:pos:R:3:forces:R:3 method="wB97M-V/def2-TZVPD" energy_ev=-63900.0791 total_charge=+4 homo_energy_ev=-19.657
Sn 2.74212 0.11176 0.99696 0.5 0.4 -0.1
C -1.75104 2.12080 3.09990 -0.2 -0.2 0.2
C -1.30769 1.05530 2.09686 0.5 0.3 -0.5
C -0.45763 -0.03550 2.73700 -0.2 -0.1 0.1
C -2.51682 0.50882 1.33917 0.3 0.3 0.0
C -3.59193 -0.09009 2.27816 0.0 0.0 -0.1
O -3.88055 -1.41144 1.71335 0.7 0.2 -0.2
C -3.05705 -1.59319 0.73148 -1.6 -1.4 0.5
N -2.22385 -0.65387 0.42128 1.2 0.7 -0.4
C -3.17113 -2.73075 -0.14681 0.1 0.0 0.0
C -3.92387 -3.87939 -0.00406 -0.2 -0.1 -0.1
C -3.94738 -4.77475 -1.07424 0.0 0.1 0.0
C -3.25692 -4.50659 -2.25680 -0.1 0.0 0.1
C -2.50223 -3.34205 -2.39681 -0.1 -0.1 0.5
C -2.45609 -2.47631 -1.30528 0.5 -0.8 -1.7
P -1.53113 -0.97629 -1.31824 -1.5 1.0 2.6
C -2.22014 0.37189 -2.14402 0.0 0.8 -1.2
C -1.48484 1.07242 -3.13944 -0.4 -0.6 0.4
C -2.12562 2.01207 -3.91431 -0.4 0.3 0.0
C -3.47640 2.29123 -3.69750 0.1 -0.1 0.0
C -4.21440 1.60028 -2.72904 0.0 0.3 -0.3
C -3.60590 0.63427 -1.96766 0.7 -0.2 0.0
C 0.20107 -1.22041 -1.54381 1.0 0.0 -0.1
C 1.13489 -0.17665 -1.86294 -1.0 -0.2 0.2
C 2.35268 -0.49147 -2.43852 0.2 -0.2 0.5
C 2.72563 -1.83509 -2.58308 -0.2 -0.3 0.1
C 1.87135 -2.85832 -2.17549 0.3 0.2 -0.2
C 0.60779 -2.55929 -1.67779 -0.1 0.3 -0.1
H -0.88791 2.63082 3.52500 0.0 0.0 -0.1
H -2.28685 1.67390 3.94084 0.0 0.0 0.0
H -2.40419 2.86768 2.64380 0.1 0.0 0.0
H -0.69774 1.59487 1.35344 0.0 -0.2 -0.1
H -1.05774 -0.67358 3.39213 0.1 0.0 0.1
H 0.32551 0.39599 3.36241 0.0 0.1 0.1
H 0.00090 -0.69730 1.99796 0.0 -0.1 -0.1
H -2.94613 1.31986 0.75073 0.0 0.0 -0.1
H -4.51934 0.47230 2.28612 -0.1 0.0 0.0
H -3.25037 -0.23738 3.29797 0.0 -0.1 0.0
H -4.49281 -4.06536 0.89714 0.0 0.0 0.0
H -4.53246 -5.68116 -0.99192 0.0 0.0 0.0
H -3.30950 -5.20510 -3.08179 0.0 0.0 0.0
H -1.97161 -3.14123 -3.31969 0.0 0.0 0.0
H -0.45233 0.82629 -3.34420 -0.1 0.0 -0.1
H -1.58944 2.51782 -4.70578 0.0 0.1 0.0
H -3.96759 3.04159 -4.30461 0.0 0.0 0.0
H -5.26738 1.81315 -2.59861 0.0 0.0 0.0
H -4.18571 0.07201 -1.24893 -0.1 0.0 0.0
H 0.82088 0.85924 -1.74792 0.1 -0.1 -0.1
H 3.02126 0.29296 -2.77051 0.0 0.0 0.0
H 3.68564 -2.07936 -3.02229 -0.1 0.0 -0.1
H 2.16551 -3.89191 -2.30725 0.0 0.0 0.1
H -0.08397 -3.36090 -1.45031 0.1 0.0 0.0
C 7.38376 2.27576 3.46208 0.0 0.0 -0.1
C 6.50085 2.71479 2.35565 0.1 0.0 0.1
N 6.62439 3.78717 1.63849 -0.2 -0.1 -0.1
N 5.58230 3.76861 0.75936 0.2 0.1 0.0
C 4.81447 2.71077 0.89911 0.0 0.1 -0.1
S 3.42173 2.27910 -0.02667 -0.3 -0.2 0.0
N 5.36592 2.02184 1.90979 0.1 -0.3 0.2
N 4.82066 0.81781 2.37459 -0.1 0.1 0.0
H 8.22088 2.96808 3.52409 0.0 0.0 0.0
H 7.78138 1.27493 3.28528 0.0 0.0 0.0
H 6.85740 2.29127 4.41853 0.0 0.0 0.0
H 5.48704 4.52526 0.09120 0.0 0.1 0.0
H 4.54101 0.94929 3.34819 0.0 0.0 0.1
H 5.54868 0.10276 2.36827 0.1 -0.1 0.0

=====

No. 3
69
Properties=species:S:1:pos:R:3:forces:R:3 method="wB97M-V/def2-TZVPD" energy_ev=-58499.7186 e_above_lowest_kj_mol=0.0 total_charge=0 homo_energy_ev=-7.958
C -4.95963 2.84074 2.28711 -0.1 0.0 0.3
O -4.46564 2.67887 0.97623 0.1 -0.1 -0.3
C -3.78958 1.54131 0.68731 0.1 -0.2 -0.2
C -3.74468 0.41297 1.50057 -0.2 0.2 0.1
C -2.97597 -0.67280 1.12839 0.2 -0.1 -0.2
C -2.21191 -0.63985 -0.03191 -0.3 0.1 0.1
C -1.22236 -1.72591 -0.24800 0.1 0.1 0.0
O -1.46395 -2.91321 -0.09413 -0.1 -0.1 0.3
N 0.00683 -1.21933 -0.53207 0.1 0.3 0.1
C 1.29674 -1.76142 -0.39742 0.6 0.1 0.4
C 2.22175 -1.09322 0.31965 -0.4 -0.6 -0.4
C 2.01479 0.07639 1.13131 -0.5 0.5 0.3
C 0.84722 0.66589 1.55208 -0.1 -0.5 -0.3
N 1.10366 1.73754 2.37793 -0.5 0.2 0.3
S -0.09190 2.86336 2.79969 -0.1 0.4 -0.3
O -1.33477 2.17692 2.68998 0.2 -0.2 -0.3
O 0.27990 3.46463 4.03340 0.4 0.0 -0.1
N -0.02847 4.01246 1.61471 -0.2 -0.6 0.9
C 1.06891 4.94604 1.69185 0.4 0.3 0.2
C -0.34372 3.52595 0.29438 -0.2 -0.3 -0.3
C 2.47450 1.86576 2.50004 0.8 0.0 0.0
C 3.21998 2.77057 3.23989 0.1 0.1 0.1
C 4.59488 2.65331 3.18362 -0.1 0.1 0.0
C 5.20956 1.66245 2.41658 0.1 -0.1 -0.1
C 4.46792 0.75181 1.69431 0.0 0.0 0.1
C 3.07968 0.84453 1.73538 -0.4 0.4 0.2
C 1.72044 -3.00128 -1.12335 -0.1 -0.1 0.0
O 2.87032 -3.13007 -1.51570 0.3 0.0 -0.1
N 0.76460 -3.92692 -1.29177 -0.2 -0.2 0.1
C 1.02767 -5.17756 -1.95539 0.0 -0.2 -0.2
C 0.18293 -5.34876 -3.22002 0.3 0.2 0.1
C 0.42910 -4.23847 -4.24987 0.1 -0.6 0.0
N -0.29790 -3.03549 -3.94280 -0.2 0.4 -0.1
C -1.65791 -2.90598 -3.92644 -0.3 0.0 0.0
C -1.91223 -1.61182 -3.58285 -0.1 -0.2 -0.1
N -0.74131 -0.94641 -3.39087 0.2 0.5 0.0
C 0.20036 -1.82421 -3.61493 0.1 0.1 -0.1
C -2.29157 0.47111 -0.87142 -0.1 -0.1 0.1
C -3.09620 1.53442 -0.52763 -0.2 0.1 0.2
H -4.16127 2.69581 3.02074 -0.1 0.0 0.0
H -5.78614 2.15306 2.49324 0.1 0.0 0.0
H -5.32554 3.86496 2.33935 0.0 -0.1 0.0
H -4.28784 0.37674 2.43011 -0.1 0.0 0.1
H -2.92980 -1.54608 1.76160 0.0 -0.1 0.1
H 0.02847 -0.21106 -0.62060 -0.1 -0.1 0.0
H 3.22653 -1.48929 0.30157 0.1 -0.1 -0.1
H -0.18307 0.40311 1.41885 -0.2 -0.1 -0.2
H 0.79937 5.85338 1.15132 0.0 0.0 0.0
H 1.99290 4.53529 1.26838 0.0 0.0 0.0
H 1.22066 5.18397 2.74070 0.2 0.2 -0.1
H -1.17263 2.82864 0.38896 0.0 0.0 -0.3
H -0.64985 4.36419 -0.33066 0.0 0.0 0.0
H 0.51132 3.02309 -0.17502 0.0 0.0 0.0
H 2.73424 3.51546 3.84865 0.0 0.1 0.1
H 5.20790 3.33892 3.74869 0.0 0.1 0.1
H 6.28762 1.60616 2.39922 0.1 0.0 0.0
H 4.94976 -0.01902 1.11314 0.1 -0.1 -0.1
H -0.15323 -3.77582 -0.86736 0.1 0.1 0.0
H 2.09204 -5.18639 -2.20803 -0.1 -0.1 0.1
H 0.81965 -6.00644 -1.26987 0.1 0.0 0.0
H -0.87450 -5.36094 -2.94918 -0.1 -0.1 -0.1
H 0.43114 -6.31066 -3.67060 -0.1 0.0 0.0
H 0.11896 -4.58733 -5.24177 0.1 0.1 0.1
H 1.49324 -3.99224 -4.28295 -0.1 0.0 -0.1
H -2.31407 -3.71783 -4.16324 -0.1 -0.2 0.0
H -2.85680 -1.12022 -3.46273 -0.3 0.0 0.0
H 1.25143 -1.62374 -3.54869 0.3 -0.1 0.0
H -1.73775 0.48475 -1.79945 0.1 0.0 -0.1
H -3.18475 2.39518 -1.17225 0.0 0.1 -0.1